1.
Computed, not measured: a molecular structure, C4H3LuNO4, with ωB97M-V with the def2-TZVPD basis set.

Values from the calculation:
Total energy = -47462.068 eV
ΔE to the lowest compared entry with this formula, charge and spin = 0.789 eV
Maximum force = 10.72 eV/Å
Lowest unoccupied orbital energy = -15.6 eV
Frontier orbital gap = 0.399 Ha
Net charge = +3

Each line ends with the natural charge from an NBO analysis.
Element x y z (Å)
H: -0.12317 1.07457 2.69560  0.46
N: 0.73109 0.61394 2.31635  -1.20
O: 3.16728 -1.14970 -0.02654  -0.14
O: -2.60375 -2.18484 -0.03612  -0.11
H: 1.53430 1.25643 2.09941  0.47
O: -0.58094 3.32081 -0.02370  -0.15
Lu: -0.03278 -0.03980 0.35569  1.90
C: 2.07760 -0.78832 -0.05695  0.37
H: 0.99274 -0.31437 2.70993  0.46
C: -0.41576 2.19194 -0.05633  0.38
C: -1.70925 -1.43446 0.03153  0.35
O: 0.00050 0.00198 -3.25010  -0.18
C: 0.00802 0.00773 -2.10255  0.39


2.
Computed, not measured: a molecular structure, C4H3N, with ωB97M-V with the def2-TZVPD basis set.

Values from the calculation:
Total energy = -5681.885 eV
ΔE to the lowest compared entry with this formula, charge and spin = 2.623 eV
Maximum force = 0.76 eV/Å
Lowest unoccupied orbital energy = 0.2 eV
Frontier orbital gap = 0.342 Ha
Net charge = 0

Each line ends with the natural charge from an NBO analysis.
Element x y z (Å)
C: 0.36190 -0.80392 1.43923  -0.35
C: 1.09558 0.18511 -0.86963  -0.63
H: 1.36359 1.23341 -0.95640  0.24
C: 0.85862 -0.34891 0.30785  0.16
H: -1.84268 0.48105 -0.11614  0.42
H: 0.99142 -0.40826 -1.77276  0.24
C: -0.87842 -0.38312 1.16534  0.57
N: -1.95001 0.04464 0.80252  -0.65